[1]
Molecular formula: C4H7NO2
Method: DFT, ωB97M-V/def2-TZVPD

The value obtained for the HOMO energy is -9.9 eV. The lowest unoccupied orbital energy comes out at 0.0381 Eh. As for the charge: 0. The calculation puts the frontier orbital gap at 10.95 eV.

```
14
Properties=species:S:1:pos:R:3:forces:R:3
C -0.417 -0.737 1.545 -0.049 0.027 -0.081
C 0.645 0.325 1.462 0.027 0.274 -0.087
C 0.913 -0.554 -1.634 -0.216 -0.142 -0.003
N -0.333 -0.637 -1.839 0.470 -0.057 -0.144
C -1.486 1.822 -1.234 -0.447 1.079 1.066
O -1.714 2.431 -0.303 0.173 -0.736 -1.077
O 0.731 1.172 0.603 0.022 -0.389 0.465
H -0.923 -0.899 0.587 0.138 0.128 0.152
H -1.144 -0.383 2.288 0.020 -0.088 -0.075
H -0.004 -1.677 1.928 -0.010 0.188 -0.058
H 1.378 0.321 2.295 -0.020 -0.001 -0.006
H 1.316 -0.978 -0.714 0.037 -0.123 -0.222
H 1.639 -0.062 -2.291 -0.181 0.001 0.040
H -0.601 -0.145 -2.693 0.037 -0.161 0.031
```
Forces are in eV/Å.

[2]
Molecular formula: C4H7NO2
Method: DFT, ωB97M-V/def2-TZVPD

The value obtained for the HOMO energy is -9.8 eV. The lowest unoccupied orbital energy comes out at 0.0283 Eh. As for the charge: 0. The calculation puts the frontier orbital gap at 10.53 eV.

```
14
Properties=species:S:1:pos:R:3:forces:R:3
O -0.969 -0.473 1.685 0.184 0.004 0.218
C -0.607 0.197 0.512 -0.063 0.101 -0.343
C -0.145 1.661 0.576 -0.260 0.185 0.184
O 1.086 1.342 -0.085 0.119 0.062 -0.083
C 0.794 -0.055 -0.092 0.027 -0.244 0.082
N 0.938 -0.614 -1.408 -0.254 -0.294 -0.080
C 0.152 -1.550 -1.732 0.137 0.114 -0.005
H -0.254 -0.372 2.328 -0.153 -0.028 -0.040
H -1.416 0.023 -0.202 0.118 0.049 0.085
H -0.734 2.386 0.003 0.070 -0.085 0.102
H 0.004 2.036 1.597 0.017 -0.077 -0.116
H 1.464 -0.611 0.584 -0.077 0.084 -0.068
H 0.248 -2.005 -2.718 0.024 0.059 0.125
H -0.637 -1.945 -1.076 0.110 0.072 -0.062
```
Forces are in eV/Å.

[3]
Molecular formula: C4H7NO2
Method: DFT, ωB97M-V/def2-TZVPD

The value obtained for the HOMO energy is -8.8 eV. The lowest unoccupied orbital energy comes out at -0.0372 Eh. As for the charge: 0. The calculation puts the frontier orbital gap at 7.79 eV.

```
14
Properties=species:S:1:pos:R:3:forces:R:3
C 0.192 -0.791 1.132 0.322 -0.442 -0.240
C -0.984 -0.664 -1.139 -0.005 0.105 -0.110
C 0.138 -0.168 -0.259 -0.617 2.694 1.546
C 0.271 1.666 0.276 -2.349 -1.525 -0.261
O 2.003 0.992 -0.444 -1.132 -2.835 -1.353
N 1.344 0.004 -0.920 2.697 1.798 0.271
O -0.263 2.533 -0.329 0.635 -0.199 0.076
H 0.541 1.656 1.338 0.214 0.220 0.061
H -1.943 -0.280 -0.777 0.147 -0.014 0.021
H 0.189 -1.881 1.043 0.056 0.049 0.118
H -0.684 -0.506 1.723 0.047 0.098 -0.198
H 1.094 -0.486 1.667 -0.062 -0.023 -0.036
H -1.043 -1.758 -1.145 0.059 0.095 0.017
H -0.856 -0.317 -2.166 -0.011 -0.021 0.087
```
Forces are in eV/Å.

[4]
Molecular formula: C4H7NO2
Method: DFT, ωB97M-V/def2-TZVPD

The value obtained for the HOMO energy is -10.4 eV. The lowest unoccupied orbital energy comes out at 0.0257 Eh. As for the charge: 0. The calculation puts the frontier orbital gap at 11.11 eV.

```
14
Properties=species:S:1:pos:R:3:forces:R:3
C -1.521 -0.811 -0.006 -0.056 0.259 0.455
C -0.949 0.491 -0.610 -0.218 0.412 0.332
C 0.325 1.153 -0.251 0.765 -0.299 -0.156
N 1.163 0.765 0.613 -0.092 0.409 -0.011
C 2.033 -1.125 0.435 0.619 -1.176 -0.184
O 3.094 -0.876 0.876 -0.584 0.042 -0.137
O 1.165 -1.730 -0.080 0.666 0.217 0.203
H -0.808 -1.303 0.642 -0.069 0.075 0.122
H -1.967 -1.608 -0.634 0.618 0.865 -0.335
H -2.341 -0.436 0.592 -0.344 -0.363 0.386
H -1.093 0.580 -1.706 -0.425 0.513 0.810
H -1.327 1.366 0.048 -1.437 -0.916 -1.564
H 0.325 2.163 -0.697 0.505 -0.232 0.039
H 1.893 1.436 0.815 0.053 0.194 0.039
```
Forces are in eV/Å.

[5]
Molecular formula: C4H7NO2
Method: DFT, ωB97M-V/def2-TZVPD

The value obtained for the HOMO energy is -7.9 eV. The lowest unoccupied orbital energy comes out at 0.0244 Eh. As for the charge: 0. The calculation puts the frontier orbital gap at 8.60 eV.

```
14
Properties=species:S:1:pos:R:3:forces:R:3
O 1.420 1.563 0.268 -0.068 0.279 -0.305
C 0.880 0.314 0.283 -0.345 -0.058 -0.101
C -0.791 -1.026 1.475 -0.429 -0.174 0.301
O -0.631 0.451 0.542 0.775 -0.358 0.060
C -1.205 0.300 -0.722 0.218 -0.180 -0.336
N -0.473 -0.143 -1.641 -0.241 0.139 0.226
C 0.830 -0.442 -1.042 0.254 -0.036 -0.039
H 1.073 2.036 -0.499 0.196 0.157 -0.025
H 1.308 -0.246 1.114 -0.409 0.181 -0.164
H -1.832 -1.266 1.207 -0.097 0.164 0.045
H -0.854 -0.470 2.426 -0.129 -0.202 -0.030
H -2.250 0.586 -0.841 0.268 -0.053 0.346
H 0.886 -1.519 -0.861 0.045 0.157 -0.051
H 1.639 -0.137 -1.708 -0.038 -0.016 0.071
```
Forces are in eV/Å.

[6]
Molecular formula: C4H7NO2
Method: DFT, ωB97M-V/def2-TZVPD

The value obtained for the HOMO energy (spin up / spin down) is -9.0 / -9.0 eV. The lowest unoccupied orbital energy (spin up / spin down) comes out at -0.0253 / -0.0253 Eh. As for the charge: 0. The calculation puts the frontier orbital gap (spin up / spin down) at 8.34 / 8.33 eV.

```
14
Properties=species:S:1:pos:R:3:forces:R:3
C -1.582 -0.252 -0.171 -0.037 -0.007 0.062
C -0.784 0.159 0.883 0.043 0.251 -0.288
N -0.447 1.425 1.080 -0.245 -0.202 0.042
O 0.140 -0.756 1.314 -0.073 -0.001 0.127
C 1.216 -0.855 0.320 0.215 -0.069 -0.159
C 0.974 0.202 -0.749 0.108 0.053 0.153
O 1.002 1.417 -0.255 0.056 -0.134 -0.106
H -2.239 0.454 -0.674 0.137 -0.073 0.088
H -0.181 -0.084 -1.071 -0.081 -0.004 -0.030
H -1.783 -1.311 -0.312 0.052 0.142 0.015
H -1.112 2.041 0.606 0.059 -0.068 0.030
H 2.146 -0.654 0.855 -0.112 -0.013 -0.055
H 1.220 -1.874 -0.085 -0.011 0.143 0.049
H 1.431 0.091 -1.740 -0.111 -0.019 0.071
```
Forces are in eV/Å.

[7]
Molecular formula: C4H7NO2
Method: DFT, ωB97M-V/def2-TZVPD

The value obtained for the HOMO energy is -9.3 eV. The lowest unoccupied orbital energy comes out at 0.0339 Eh. As for the charge: 0. The calculation puts the frontier orbital gap at 10.26 eV.

```
14
Properties=species:S:1:pos:R:3:forces:R:3
C 1.481 1.127 0.258 -0.041 0.158 -0.025
C 0.290 0.237 0.073 -0.468 0.163 0.456
N -0.462 -0.147 1.039 0.099 0.535 -0.331
O -0.289 0.590 2.181 0.428 0.017 0.835
C -0.113 -0.436 -1.180 -0.343 -0.503 0.444
C -1.385 -1.276 -0.951 0.477 -0.317 -0.402
O -1.330 -0.229 -1.876 -0.310 0.562 -0.583
H 1.958 0.899 1.218 -0.131 0.083 -0.200
H 2.218 1.002 -0.543 -0.258 -0.013 0.060
H 1.172 2.175 0.287 0.089 -0.003 -0.020
H -0.794 0.071 2.819 0.063 0.245 0.104
H 0.699 -0.575 -1.923 -0.424 -0.814 0.706
H -1.244 -2.325 -1.177 -0.377 -0.094 -1.064
H -2.201 -1.112 -0.224 1.196 -0.019 0.019
```
Forces are in eV/Å.

[8]
Molecular formula: C4H7NO2
Method: DFT, ωB97M-V/def2-TZVPD

The value obtained for the HOMO energy is -8.5 eV. The lowest unoccupied orbital energy comes out at 0.0250 Eh. As for the charge: 0. The calculation puts the frontier orbital gap at 9.22 eV.

```
14
Properties=species:S:1:pos:R:3:forces:R:3
C -1.688 0.248 0.024 2.088 -0.311 1.004
C -0.848 0.220 -1.167 0.804 -1.005 0.718
C -0.170 -0.365 0.134 -3.298 2.852 -0.892
C 2.051 0.472 0.296 1.774 0.956 -0.068
N -2.849 0.453 0.448 0.183 0.283 -0.262
O -0.081 -1.720 0.101 0.416 0.473 -2.497
O 0.752 0.464 0.797 -1.537 -1.192 0.640
H -1.131 -0.493 -1.894 -0.399 -1.161 -0.543
H -0.351 0.975 -1.722 0.145 1.419 0.227
H 2.656 -0.436 0.643 -0.847 0.950 -0.918
H 2.604 1.392 0.808 -1.247 -1.763 -1.428
H 1.919 0.583 -0.835 1.097 -0.203 1.341
H -2.988 0.274 1.445 0.309 -0.232 -0.202
H 0.125 -2.066 0.921 0.510 -1.065 2.880
```
Forces are in eV/Å.

Quick rundown of ΔE to the lowest compared entry with this formula, charge and spin, same order as above: 2.490, 2.821, 5.298, 1.784, 5.586, 5.706, 4.701, 4.306 eV